Below is a structure of composition C9H16O6S2, with properties calculated with ωB97M-V with the def2-TZVPD basis set.

Structure (XYZ):
```
33
Properties=species:S:1:pos:R:3:forces:R:3:mulliken_charge:R:1
C -1.618 0.537 -1.133 -4.659 -8.482 -1.941 -0.3215
C -2.418 -0.611 -1.419 6.482 6.890 0.907 -0.2941
C -2.983 -2.019 -2.122 -0.733 0.948 0.851 -0.0209
C -2.788 -3.343 -1.175 0.116 -0.428 -0.733 -0.4143
C -1.348 -3.440 -0.398 -1.717 -1.217 1.624 -0.5010
O -0.194 -2.923 -1.150 -1.173 -2.393 -0.468 -0.2564
S 0.623 -4.144 -2.014 3.683 -1.176 3.725 0.6754
O 1.431 -5.009 -0.969 -3.958 2.774 -3.707 -0.5158
O -0.566 -5.114 -2.799 0.361 1.339 -0.171 -0.2691
S -0.495 -4.601 -4.449 -0.935 0.072 0.425 -0.0137
H -0.749 1.288 -0.806 -2.692 -2.007 -0.744 0.3456
H -2.511 -2.228 -3.172 -0.671 0.924 2.137 -0.0603
H -4.148 -1.850 -2.260 2.528 -0.390 0.145 0.3226
H -3.692 -3.416 -0.430 2.042 0.235 -1.162 0.3317
H -2.868 -4.311 -1.870 0.096 2.260 1.325 0.1958
H -1.478 -2.897 0.656 0.804 -0.957 -2.519 0.3244
H -1.164 -4.601 -0.189 -0.361 2.564 -0.209 0.3301
H -1.493 -3.617 -4.534 0.825 -0.935 0.537 0.1401
C 1.964 5.835 2.040 0.294 -0.125 0.165 -1.0885
C 0.851 4.935 1.532 -0.128 0.654 0.275 -0.1851
O 1.379 3.697 1.039 0.110 -0.969 0.494 -0.3407
C 1.735 2.791 1.983 0.117 0.304 0.635 0.7427
O 1.638 2.937 3.193 0.074 -0.272 -1.815 -0.5557
O 2.246 1.705 1.353 -0.550 0.882 0.290 -0.3112
C 2.756 0.711 2.239 0.221 -0.513 0.321 -0.6380
H 2.727 5.976 1.268 -0.209 0.061 -0.002 0.2889
H 1.569 6.812 2.332 0.004 -0.103 -0.074 0.3551
H 2.467 5.396 2.906 -0.203 0.049 -0.074 0.3097
H 0.346 5.422 0.691 0.165 -0.383 -0.019 0.3011
H 0.093 4.753 2.303 0.260 -0.133 -0.065 0.3037
H 2.008 0.419 2.984 0.181 0.211 -0.088 0.2953
H 3.664 1.079 2.726 -0.239 -0.034 0.059 0.2963
H 3.014 -0.172 1.647 -0.135 0.349 -0.124 0.2281
```
Forces are in eV/Å.

Charge: 0
HOMO level, eV: -9.41

***

Below is a structure of composition C9H16OP2PdS4, with properties calculated with ωB97M-V with the def2-TZVPD basis set.

Structure (XYZ):
```
33
Properties=species:S:1:pos:R:3:forces:R:3:mulliken_charge:R:1
Pd 0.639 -0.343 -0.035 -1.043 0.372 0.153 -0.5463
C -1.659 -1.048 -2.808 0.295 -0.056 -0.079 -1.1626
P -1.145 0.096 -1.519 -0.141 -0.496 1.231 1.0635
C -0.916 1.706 -2.300 0.320 -0.052 -0.102 -1.2468
C -2.586 0.285 -0.440 -0.353 0.085 -0.290 -1.0098
C -2.199 1.153 0.738 -0.278 0.104 0.286 -0.9775
P -0.854 0.340 1.634 -0.032 0.493 -1.342 1.0680
C -0.350 1.503 2.907 0.348 -0.162 0.039 -1.1669
C -1.604 -1.075 2.458 0.320 -0.212 0.057 -1.2609
H -2.619 -0.696 -3.195 0.017 -0.015 -0.030 0.4099
H -1.770 -2.057 -2.416 -0.029 0.011 0.029 0.3842
H -0.932 -1.058 -3.619 -0.013 -0.043 -0.018 0.4140
H -1.896 2.081 -2.602 0.009 -0.016 -0.021 0.4162
H -0.293 1.596 -3.188 0.017 0.047 0.009 0.4214
H -0.440 2.418 -1.629 -0.037 0.013 0.010 0.3495
H -2.892 -0.717 -0.131 -0.041 0.029 0.064 0.4064
H -3.424 0.717 -0.993 0.034 -0.003 -0.050 0.4971
H -3.052 1.324 1.399 0.053 0.001 0.057 0.4853
H -1.830 2.133 0.424 -0.073 0.016 -0.046 0.3967
H -1.255 1.846 3.415 0.017 -0.005 0.019 0.4132
H 0.174 2.354 2.475 -0.044 0.018 -0.016 0.3862
H 0.300 1.014 3.632 0.014 0.045 0.021 0.4135
H -2.547 -0.743 2.897 0.018 -0.002 0.028 0.4168
H -0.946 -1.428 3.252 -0.026 -0.041 0.001 0.4242
H -1.787 -1.898 1.769 -0.035 0.029 -0.012 0.3591
O 7.279 -1.796 -0.470 0.027 -0.009 0.007 -0.3364
C 6.136 -1.548 -0.383 0.046 0.023 -0.017 0.5404
S 4.842 -2.817 -0.346 0.306 0.028 0.023 0.0398
C 3.531 -1.754 -0.234 0.167 0.015 0.081 0.3686
C 3.855 -0.279 -0.182 0.121 0.052 -0.081 0.3710
S 2.735 0.901 -0.039 0.071 0.309 0.553 -0.1953
S 5.490 0.146 -0.277 0.268 -0.199 -0.076 0.0406
S 2.016 -2.356 -0.196 -0.321 -0.380 -0.487 -0.1834
```
Forces are in eV/Å.

Charge: +2
HOMO level, eV: -15.19

***

Below is a cluster of 2 separate species, C9H16Si in total, with properties calculated with ωB97M-V with the def2-TZVPD basis set.

Structure (XYZ):
```
26
Properties=species:S:1:pos:R:3:forces:R:3:mulliken_charge:R:1
C 0.717 -2.983 -0.888 -0.753 -0.101 3.660 -1.2318
C 0.270 -1.973 0.065 -0.770 1.330 1.710 0.7102
C -0.288 -0.860 0.446 -0.867 1.248 -0.270 -0.1402
Si -1.278 0.792 -0.011 0.254 -1.339 0.420 0.3503
C -2.001 0.443 -1.714 2.510 3.241 -3.205 -1.0566
C 0.055 2.138 0.137 -3.409 2.797 -3.159 -1.0969
C -2.782 1.065 1.191 1.154 -3.622 -1.547 -1.1700
C 0.382 -1.663 1.563 -0.108 0.210 -2.386 -0.8771
H 0.443 -3.890 -0.371 0.459 -0.824 -0.271 0.3142
H 1.734 -2.810 -0.904 2.500 -0.448 -0.379 0.3223
H 0.309 -2.961 -1.804 -1.541 0.333 -3.320 0.3609
H -1.262 0.052 -2.578 -1.158 1.272 2.018 0.2642
H -2.676 -0.303 -1.739 -2.508 -2.742 0.600 0.4199
H -2.610 1.341 -2.183 1.429 -1.441 0.949 0.2808
H 0.742 2.115 -0.682 0.821 -0.521 -0.265 0.3233
H -0.303 3.272 0.057 0.186 -2.370 0.321 0.2660
H 0.462 2.046 1.052 1.904 -0.379 3.052 0.4046
H -2.583 1.883 1.756 0.313 2.514 1.879 0.3741
H -3.678 1.172 0.615 -0.555 0.195 -0.280 0.3412
H -2.884 0.154 1.840 0.061 0.867 -0.496 0.3221
H -0.098 -2.148 2.344 -2.010 -1.305 0.867 0.2889
H 1.283 -1.397 2.006 2.142 1.106 0.080 0.2380
C 4.544 1.454 -0.090 -3.786 -1.703 1.178 -0.2729
C 3.489 0.803 -0.005 3.492 1.398 -1.341 -0.4013
H 5.232 2.171 0.253 0.749 0.362 -0.190 0.3237
H 2.784 0.088 -0.355 -0.508 -0.079 0.376 0.3421
```
Forces are in eV/Å.

Charge: 0
HOMO level, eV: -8.83
Relative energy (zero: lowest compared OMol25 entry of this formula, charge and spin), kcal/mol: 99.8

***

Below is a structure of composition C9H17Br3O4S2, with properties calculated with ωB97M-V with the def2-TZVPD basis set.

Structure (XYZ):
```
35
Properties=species:S:1:pos:R:3:forces:R:3:lowdin_spin:R:1
C 1.009 -0.763 0.564 1.014 0.165 -0.890 -0.0273
Br -0.362 0.347 1.289 -0.148 -0.402 -0.546 0.4788
Br 2.422 0.237 -0.433 -1.354 -0.940 0.993 0.0892
Br 0.079 -2.026 -0.654 0.239 1.105 0.927 0.4319
H 1.413 -1.325 1.406 0.187 0.000 -0.415 -0.0012
C 2.238 5.903 -2.635 -0.027 -0.787 0.187 0.0007
C 1.941 5.019 -1.438 0.978 -0.117 0.289 0.0003
C 2.825 3.753 -1.632 -0.855 0.058 0.376 0.0033
S 4.435 4.286 -2.224 1.397 2.440 -1.529 0.0025
O 4.746 3.551 -3.455 -0.583 0.328 1.482 0.0062
O 5.509 4.486 -1.247 -1.803 -0.639 -0.587 0.0048
C 3.741 5.989 -2.749 0.274 -0.614 -0.406 0.0049
H 1.781 6.889 -2.547 -0.065 -0.124 -0.194 0.0003
H 1.852 5.334 -3.481 -0.189 0.497 -0.396 0.0000
H 0.869 4.830 -1.371 0.151 -0.355 0.227 0.0002
H 2.308 5.517 -0.541 -0.318 0.038 0.265 0.0000
H 2.475 3.183 -2.492 -0.135 -0.296 0.200 0.0001
H 2.901 3.163 -0.718 0.152 -0.071 -0.167 0.0003
H 3.975 6.103 -3.807 0.622 0.062 0.223 0.0001
H 4.127 6.808 -2.142 0.379 -0.351 0.037 0.0002
C -3.169 -5.641 1.075 1.677 0.026 -1.949 0.0003
C -4.474 -5.157 1.523 -1.776 1.056 1.911 0.0001
C -4.320 -4.683 2.951 1.280 -0.625 1.159 0.0001
S -2.796 -3.689 2.976 -1.335 1.268 0.011 0.0000
O -2.126 -3.853 4.272 -0.309 0.156 -1.964 0.0020
O -3.130 -2.312 2.498 1.095 -2.034 0.500 0.0000
C -2.063 -4.634 1.493 -0.015 0.026 1.331 0.0015
H -3.310 -5.667 -0.006 0.747 0.024 -0.310 0.0002
H -2.894 -6.670 1.304 -0.146 0.164 0.655 0.0001
H -5.245 -5.927 1.537 -0.078 0.165 -0.534 0.0000
H -4.741 -4.267 0.954 -0.461 -0.281 -0.389 0.0000
H -3.955 -5.518 3.550 -0.095 -0.383 0.119 0.0000
H -5.148 -4.293 3.544 0.075 0.605 -0.545 0.0000
H -1.155 -5.136 1.825 -0.081 0.011 0.141 0.0000
H -1.761 -3.837 0.813 -0.493 -0.172 -0.211 0.0007
```
Forces are in eV/Å.

Charge: +1
Spin multiplicity: 2
HOMO level (alpha / beta), eV: -12.49 / -12.38
⟨S²⟩: 0.757

***

Below is a structure of composition C9H17ClI2N2OPYb, with properties calculated with ωB97M-V with the def2-TZVPD basis set.

Structure (XYZ):
```
34
Properties=species:S:1:pos:R:3:forces:R:3:lowdin_spin:R:1
I 1.921 -3.714 -1.926 -1.816 0.185 0.639 -0.0006
I -0.886 -3.799 -1.201 1.759 0.258 -0.379 -0.0005
Yb 0.483 -0.970 -0.483 -0.795 1.795 0.551 1.0031
P -0.178 0.812 -2.766 1.530 0.094 -1.694 -0.0011
C -1.710 1.042 -3.755 -0.199 -0.332 0.853 -0.0002
C 0.750 2.367 -3.203 -0.107 -0.255 0.842 -0.0002
H 1.791 -0.501 -3.394 -0.546 -0.012 -0.559 0.0000
H 0.799 -0.002 -4.865 0.142 -0.535 0.497 0.0000
H 0.228 -1.374 -3.772 0.462 0.382 -0.412 0.0000
C 0.772 -0.407 -3.833 -0.403 0.307 0.656 0.0000
H 1.760 2.282 -2.758 -0.474 0.252 -0.275 0.0000
H 0.818 2.489 -4.300 -0.116 -0.162 0.539 0.0000
H -1.484 1.296 -4.795 0.081 -0.063 0.246 -0.0001
H -2.295 1.846 -3.290 0.018 -0.179 -0.246 0.0000
H 0.207 3.219 -2.752 0.438 -0.291 -0.282 0.0000
H -2.284 0.108 -3.707 -0.077 0.257 -0.199 0.0000
C -2.290 0.159 -0.676 -2.742 -0.706 0.945 0.0001
O -3.425 0.197 -0.579 2.614 0.182 -0.495 0.0000
Cl 2.605 0.191 -0.459 -0.440 -0.535 -0.057 -0.0004
C 2.257 -1.122 4.580 0.527 -0.016 0.052 0.0001
C 1.108 -0.699 3.754 -1.046 0.144 0.233 0.0004
C -0.187 -0.360 4.136 0.031 0.265 -1.218 -0.0001
C -0.872 -0.015 2.940 1.465 -0.720 0.366 0.0002
N -0.040 -0.208 1.855 0.137 -0.016 -0.256 -0.0013
N 1.170 -0.581 2.413 0.681 -0.663 0.323 0.0003
C -2.257 0.496 2.874 -0.896 0.151 -0.523 0.0001
H 2.513 -0.329 5.311 -0.078 -0.508 -0.365 0.0000
H 2.033 -2.062 5.124 0.141 0.576 -0.312 0.0000
H 3.105 -1.280 3.899 0.035 -0.066 0.515 0.0000
H -0.581 -0.340 5.147 0.092 0.074 -0.314 0.0000
H 2.066 -0.651 1.889 -1.110 0.407 0.345 0.0002
H -2.982 -0.280 3.195 0.386 0.394 -0.282 0.0000
H -2.419 1.362 3.547 0.336 -0.487 -0.336 0.0000
H -2.498 0.830 1.848 -0.031 -0.175 0.599 0.0000
```
Forces are in eV/Å.

Charge: +2
Spin multiplicity: 2
HOMO level (alpha / beta), eV: -15.47 / -15.47
⟨S²⟩: 0.751

***

Below is a cluster of 2 separate species, C9H17F2N in total, with properties calculated with ωB97M-V with the def2-TZVPD basis set.

Structure (XYZ):
```
29
Properties=species:S:1:pos:R:3:forces:R:3:mulliken_charge:R:1
C -1.783 -1.997 -0.828 -0.042 -0.030 0.020 -1.3307
C -1.344 -0.586 -1.210 -0.045 0.100 0.025 0.9068
C -0.586 -0.556 -2.518 -0.137 -0.002 -0.054 -0.3088
C 0.883 -0.928 -2.561 0.170 -0.173 -0.064 -0.5332
C 0.448 0.480 -2.784 -0.048 -0.064 0.233 0.1349
F 0.546 0.979 -4.057 0.008 0.024 -0.079 -0.3267
H -0.918 -2.661 -0.739 -0.072 0.050 -0.003 0.3178
H -2.318 -2.005 0.129 0.072 0.001 -0.146 0.3964
H -2.449 -2.420 -1.589 0.095 0.064 0.114 0.3953
H -0.706 -0.172 -0.416 -0.377 -0.158 -0.323 -0.9130
H -2.218 0.074 -1.278 0.103 -0.081 -0.001 0.3433
H -1.154 -0.855 -3.397 0.081 0.037 0.094 0.4301
H 1.239 -1.472 -3.432 -0.076 0.114 0.130 0.3249
H 1.385 -1.171 -1.628 -0.106 0.036 -0.224 0.0351
H 0.658 1.240 -2.036 -0.027 -0.045 -0.173 0.2750
C 1.742 0.300 0.587 0.115 0.045 -0.022 -0.5359
N 1.337 0.296 1.972 0.118 0.009 -0.100 -0.2041
C 0.226 -0.586 2.354 -0.217 -0.294 -0.003 -0.2737
C -0.241 0.508 3.317 0.283 -0.055 0.071 0.2128
F -1.593 0.753 3.351 -0.105 0.014 0.000 -0.3449
C 0.601 1.466 2.470 -0.060 0.292 0.045 -0.6094
H 2.185 -0.669 0.329 -0.053 0.151 0.068 0.3300
H 2.502 1.071 0.427 -0.061 -0.082 0.001 0.3479
H 0.900 0.492 -0.102 0.399 0.052 0.316 -0.2350
H -0.524 -0.714 1.554 0.144 -0.005 0.211 -0.0376
H 0.516 -1.565 2.753 -0.059 0.168 -0.052 0.3061
H 0.117 0.385 4.341 -0.083 0.020 -0.083 0.3416
H -0.040 1.935 1.703 0.092 -0.065 0.074 0.2705
H 1.207 2.231 2.967 -0.112 -0.125 -0.075 0.2846
```
Forces are in eV/Å.

Charge: 0
HOMO level, eV: -9.10